[1]
CH4N3P | the ωB97M-V functional and the def2-TZVPD basis

Charge = 0
HOMO energy (spin up / spin down) = -6.30 / -10.16 eV
Gap between HOMO and LUMO (spin up / spin down) = 7.35 / 6.01 eV
Multiplicity = 3
⟨S²⟩ = 2.0138
LUMO energy (spin up / spin down) = 1.04 / -4.14 eV

```
9
Properties=species:S:1:pos:R:3:lowdin_spin:R:1
C 2.2095 -0.2318 0.0071 0.75
N 2.9992 0.2003 0.7405 0.16
N -1.0305 -1.1488 0.3789 0.16
N -0.8212 1.2120 -0.5487 0.21
P -0.5409 -0.3433 -0.9984 0.71
H -0.5687 -0.6558 1.1648 0.02
H -1.0095 -2.1385 0.1017 0.00
H -0.8375 1.3500 0.4089 0.01
H -0.4003 1.7560 -1.2548 0.00
```



[2]
CH4N4O2 | the ωB97M-V functional and the def2-TZVPD basis

Charge = 0
HOMO energy = -10.03 eV
Gap between HOMO and LUMO = 10.53 eV
Multiplicity = 1
LUMO energy = 0.50 eV

```
11
Properties=species:S:1:pos:R:3:nbo_charge:R:1
N -1.6748 0.7892 0.5281 -0.64
N -1.4239 -0.3850 -0.1815 -0.41
C -0.1444 -0.6276 -0.4277 0.29
N 0.6646 0.2509 0.0431 -0.43
N 2.0113 0.0532 0.0279 0.63
O 2.4264 -0.9887 0.4825 -0.41
O 2.6755 0.9659 -0.3846 -0.37
H -1.3416 0.6788 1.4838 0.36
H -1.1436 1.5570 0.1179 0.37
H -2.1954 -0.7921 -0.6850 0.40
H 0.1460 -1.5015 -1.0046 0.20
```



[3]
CH4N6O | the ωB97M-V functional and the def2-TZVPD basis

Charge = 0
HOMO energy = -8.96 eV
Gap between HOMO and LUMO = 9.47 eV
Multiplicity = 1
LUMO energy = 0.51 eV

```
12
Properties=species:S:1:pos:R:3:nbo_charge:R:1
H -2.3103 -0.1340 -0.4013 0.36
N -1.4653 -0.7972 -0.4670 -0.73
C -0.4716 -0.0984 -0.2459 0.48
N 0.9562 -0.4237 -0.0900 -0.14
N 1.6242 -1.5341 -0.5245 -0.63
N 1.6635 0.6210 0.4128 0.01
N 0.8543 1.4572 0.7584 -0.05
N -0.4124 1.0933 0.4404 -0.03
O -1.4719 1.9411 0.3271 -0.50
H 1.4414 -1.7364 -1.4877 0.37
H 1.4893 -2.3347 0.0819 0.37
H -1.8973 1.9460 1.1957 0.48
```



[4]
CH4N7O | the ωB97M-V functional and the def2-TZVPD basis

Charge = +1
HOMO energy = -14.72 eV
Gap between HOMO and LUMO = 9.36 eV
Multiplicity = 1
LUMO energy = -5.35 eV

```
13
Properties=species:S:1:pos:R:3:nbo_charge:R:1
N -1.9166 -1.0252 -0.1605 -0.65
N -0.5785 -0.8659 -0.1297 -0.04
N 0.4196 -1.7950 -0.0874 0.03
N 1.5435 -1.3386 0.0949 0.05
N 1.4282 -0.0103 0.1340 -0.18
N 2.3766 1.0559 -0.1212 0.32
O 3.4715 0.7024 -0.1219 -0.12
C 0.0638 0.3385 0.0310 0.58
N -0.4603 1.5465 0.0747 -0.76
H -2.3644 -1.8604 -0.5011 0.44
H -2.4466 -0.6543 0.6252 0.40
H -1.5215 1.3856 0.0730 0.44
H -0.0153 2.5210 0.0891 0.49
```



[5]
CH4NO | the ωB97M-V functional and the def2-TZVPD basis

Charge = +1
HOMO energy = -16.71 eV
Gap between HOMO and LUMO = 9.68 eV
Multiplicity = 1
LUMO energy = -7.04 eV

```
7
Properties=species:S:1:pos:R:3:nbo_charge:R:1
C -1.0912 0.2362 0.0238 0.30
N 1.2295 0.1537 0.0903 -0.38
O 0.0578 0.7922 -0.0542 -0.16
H -1.8908 0.9698 0.0507 0.25
H -1.1428 -0.9331 0.3049 0.23
H 0.8847 -1.3662 0.1880 0.33
H 1.9526 0.1474 -0.6035 0.42
```



[6]
CH4NO2 | the ωB97M-V functional and the def2-TZVPD basis

Charge = 0
HOMO energy (spin up / spin down) = -8.99 / -11.07 eV
Gap between HOMO and LUMO (spin up / spin down) = 9.87 / 10.24 eV
Multiplicity = 2
⟨S²⟩ = 0.7527
LUMO energy (spin up / spin down) = 0.87 / -0.83 eV

```
8
Properties=species:S:1:pos:R:3:lowdin_spin:R:1
O 1.7508 2.0423 0.0969 0.00
H 1.2950 1.1949 0.1827 0.00
C -0.5172 -0.6275 -0.3307 0.54
N -1.0530 -1.9065 -0.4015 0.13
O -0.5830 0.1386 0.5484 0.30
H 1.0505 2.5099 -0.3738 0.00
H -0.5042 -2.3856 -1.1047 0.01
H -0.9840 -2.3699 0.5024 0.02
```



The records above yield total energy values of -14855.6685, -11152.6659, -12085.0889, -13567.2687, -4625.5524, -6685.4404 eV, respectively.
The records above yield molar mass values of 89.038, 104.069, 116.084, 130.091, 46.049, 62.048 g/mol, respectively.
The records above yield ΔE to the lowest compared entry with this formula, charge and spin values of 44.0, 60.2, 42.8, 4.9, 137.5, 0.1 kcal per mole, respectively.